Record 1
ORCA calculation (ωB97M-V/def2-TZVPD) on C3H4HgO3 as an isolated structure in a non-equilibrium geometry.

The value obtained for the total energy is -13487.602 eV. The charge is -1. The calculation puts the HOMO-LUMO gap (alpha / beta) at 0.2136 / 0.2114 hartree. Its energy above the lowest of the compared OMol25 structures with the same formula, charge and spin is 5.562 eV. Its multiplicity is 2.

Geometry (Å):
1 H 2.0289 -2.0885 0.7488
2 O -0.8895 2.0273 0.7684
3 O 0.4658 -1.3580 1.8284
4 C 0.9704 -1.7596 0.7762
5 C -0.2461 0.9398 -1.3067
6 O -1.1524 1.4704 -2.1870
7 C -1.2650 1.1473 -0.0453
8 H 0.3195 -2.1947 -0.0106
9 H 0.1626 -0.0206 -1.7233
10 H 0.6300 1.5732 -0.9962
11 Hg -1.0242 0.2635 2.1470

Computed natural (NBO) charges, given in elementary charges: atom 1 (H): 0.112, atom 2 (O): -0.675, atom 3 (O): -0.565, atom 4 (C): 0.237, atom 5 (C): -0.121, atom 6 (O): -0.812, atom 7 (C): 0.332, atom 8 (H): 0.128, atom 9 (H): 0.118, atom 10 (H): 0.120, atom 11 (Hg): 0.127


Record 2
ORCA calculation (ωB97M-V/def2-TZVPD) on one molecule with the formula C19H28N2O4S in a non-equilibrium geometry.

The value obtained for the total energy is -42163.087 eV. As for the SMILES: Cc1ccc(S(=O)(=O)N2CCOCC2)cc1C(=O)NC1CCCCCC1. The calculation puts the HOMO-LUMO gap at 0.3686 hartree. Its energy above the lowest of the compared OMol25 structures with the same formula, charge and spin is 1.589 eV. Its multiplicity is 1.

Geometry (Å):
1 C -0.7220 -3.2552 -1.2311
2 C 0.3556 -2.4703 -0.5553
3 C 1.6461 -2.9832 -0.4562
4 C 2.6529 -2.2771 0.1777
5 C 2.3641 -1.0405 0.7197
6 S 3.6644 -0.1142 1.5182
7 O 3.0992 1.0661 2.1139
8 O 4.4359 -0.9895 2.3494
9 N 4.6217 0.2786 0.1863
10 C 5.9865 0.6278 0.5377
11 C 6.7848 0.7906 -0.7554
12 O 6.2104 1.7770 -1.5820
13 C 4.8795 1.4577 -1.9062
14 C 4.0200 1.2971 -0.6496
15 C 1.0937 -0.5085 0.6438
16 C 0.0802 -1.2198 0.0119
17 C -1.2867 -0.5989 -0.0963
18 O -1.8740 -0.5063 -1.1562
19 N -1.7470 -0.1537 1.0896
20 C -3.0333 0.5002 1.3367
21 C -4.1910 -0.5110 1.2392
22 C -4.8890 -0.6119 -0.1178
23 C -5.9957 0.4262 -0.2957
24 C -5.4951 1.8391 -0.5791
25 C -4.5429 2.3921 0.4793
26 C -3.1644 1.7320 0.4356
27 H -1.2415 -2.6293 -1.9527
28 H -0.3116 -4.1265 -1.7336
29 H -1.4586 -3.5879 -0.5001
30 H 1.8608 -3.9511 -0.8845
31 H 3.6541 -2.6658 0.2672
32 H 6.3823 -0.1779 1.1549
33 H 6.0119 1.5682 1.1071
34 H 7.8010 1.1247 -0.5425
35 H 6.8141 -0.1717 -1.2874
36 H 4.5093 2.2775 -2.5234
37 H 4.8487 0.5194 -2.4807
38 H 3.0132 0.9704 -0.9153
39 H 3.9571 2.2524 -0.1095
40 H 0.9198 0.4673 1.0725
41 H -1.1647 -0.3208 1.8943
42 H -2.9836 0.8405 2.3777
43 H -4.9380 -0.2593 1.9952
44 H -3.7840 -1.4896 1.5074
45 H -4.1581 -0.5313 -0.9204
46 H -5.3455 -1.6027 -0.1852
47 H -6.6206 0.4372 0.6018
48 H -6.6316 0.1198 -1.1299
49 H -4.9876 1.8515 -1.5460
50 H -6.3619 2.5011 -0.6547
51 H -4.9826 2.2840 1.4726
52 H -4.4178 3.4612 0.2933
53 H -2.4022 2.4479 0.7538
54 H -2.9364 1.4463 -0.5899

Computed natural (NBO) charges, given in elementary charges: atom 1 (C): -0.651, atom 2 (C): 0.043, atom 3 (C): -0.217, atom 4 (C): -0.149, atom 5 (C): -0.353, atom 6 (S): 2.317, atom 7 (O): -0.944, atom 8 (O): -0.935, atom 9 (N): -0.668, atom 10 (C): -0.268, atom 11 (C): -0.072, atom 12 (O): -0.518, atom 13 (C): -0.073, atom 14 (C): -0.268, atom 15 (C): -0.190, atom 16 (C): -0.079, atom 17 (C): 0.658, atom 18 (O): -0.633, atom 19 (N): -0.609, atom 20 (C): -0.034, atom 21 (C): -0.411, atom 22 (C): -0.424, atom 23 (C): -0.390, atom 24 (C): -0.390, atom 25 (C): -0.402, atom 26 (C): -0.424, atom 27 (H): 0.258, atom 28 (H): 0.215, atom 29 (H): 0.225, atom 30 (H): 0.219, atom 31 (H): 0.238, atom 32 (H): 0.239, atom 33 (H): 0.190, atom 34 (H): 0.202, atom 35 (H): 0.167, atom 36 (H): 0.202, atom 37 (H): 0.166, atom 38 (H): 0.219, atom 39 (H): 0.200, atom 40 (H): 0.246, atom 41 (H): 0.404, atom 42 (H): 0.201, atom 43 (H): 0.203, atom 44 (H): 0.213, atom 45 (H): 0.235, atom 46 (H): 0.206, atom 47 (H): 0.186, atom 48 (H): 0.206, atom 49 (H): 0.196, atom 50 (H): 0.203, atom 51 (H): 0.192, atom 52 (H): 0.212, atom 53 (H): 0.209, atom 54 (H): 0.233


Record 3
ORCA calculation (ωB97M-V/def2-TZVPD) on a 2-piece molecular cluster, C5H6N2OS overall in a non-equilibrium geometry.

The value obtained for the total energy is -21140.876 eV. The calculation puts the HOMO-LUMO gap (alpha / beta) at 0.2285 / 0.3066 hartree. Its energy above the lowest of the compared OMol25 structures with the same formula, charge and spin is 4.222 eV. Its multiplicity is 1.

Geometry (Å):
1 C -2.0032 0.6373 -0.8307
2 C -0.7841 1.2384 -0.5342
3 C -2.1786 -0.6944 -0.5716
4 C 0.1051 0.5890 0.3733
5 C -0.3083 -0.6924 0.6413
6 N -1.3264 -1.3466 0.1736
7 N 1.2081 1.1397 0.8689
8 O 2.4614 -1.2756 1.4764
9 S 2.7677 -2.4416 0.4917
10 H -2.7597 1.0366 -1.4143
11 H -0.5596 2.2163 -0.7361
12 H -2.9742 -1.2675 -0.9747
13 H 1.3627 2.1448 0.6432
14 H 1.9688 0.5658 1.0857
15 H 3.0203 -1.8499 -0.6925

Computed natural (NBO) charges, given in elementary charges: atom 1 (C): -0.245, atom 2 (C): -0.224, atom 3 (C): -0.016, atom 4 (C): 0.056, atom 5 (C): 0.247, atom 6 (N): -0.429, atom 7 (N): -0.792, atom 8 (O): -0.726, atom 9 (S): 0.685, atom 10 (H): 0.214, atom 11 (H): 0.200, atom 12 (H): 0.188, atom 13 (H): 0.381, atom 14 (H): 0.419, atom 15 (H): 0.042


Record 4
ORCA calculation (ωB97M-V/def2-TZVPD) on one molecule with the formula C8H8N2S in a non-equilibrium geometry.

The value obtained for the total energy is -22235.170 eV. As for the SMILES: C1=C=N/C=C\S/N=C/CCC=1. The calculation puts the HOMO-LUMO gap at 0.2954 hartree. Its energy above the lowest of the compared OMol25 structures with the same formula, charge and spin is 6.872 eV. Its multiplicity is 1.

Geometry (Å):
1 C 0.3217 -1.6291 -0.5333
2 C 1.5518 -1.5796 -0.3467
3 N 2.7187 -1.3890 -0.0821
4 C 3.1813 -0.4534 0.8250
5 C 3.2060 0.8824 0.8412
6 S 2.5446 1.9734 -0.3717
7 N 1.0830 1.3415 -0.2059
8 C -0.0403 1.6375 -0.6929
9 C -0.9808 0.7871 0.0958
10 C -1.7483 -0.2964 -0.7093
11 C -0.7460 -1.4101 -1.2371
12 H 3.7629 -0.8748 1.5940
13 H 3.7504 1.5498 1.5667
14 H -0.4516 2.2221 -1.5186
15 H -0.2747 0.2603 0.7682
16 H -1.6659 1.4868 0.5008
17 H -2.3508 0.1244 -1.5316
18 H -2.2966 -0.8787 0.0702
19 H -1.0681 -2.0497 -2.1682

Computed natural (NBO) charges, given in elementary charges: atom 1 (C): -0.244, atom 2 (C): 0.394, atom 3 (N): -0.440, atom 4 (C): -0.008, atom 5 (C): -0.420, atom 6 (S): 0.480, atom 7 (N): -0.637, atom 8 (C): 0.086, atom 9 (C): -0.446, atom 10 (C): -0.444, atom 11 (C): -0.059, atom 12 (H): 0.203, atom 13 (H): 0.229, atom 14 (H): 0.174, atom 15 (H): 0.254, atom 16 (H): 0.212, atom 17 (H): 0.215, atom 18 (H): 0.234, atom 19 (H): 0.217